(1)
{
  "formula": "C23H22N4O4",
  "method": "wB97M-V/def2-TZVPD",
  "e_above_lowest_kj_mol": 2080.5,
  "e_tot_ha": -1408.94804,
  "lumo_ev": -0.3,
  "orbital_gap_ev": 7.4,
  "total_charge": 0,
  "max_force_ev_per_a": 19.813,
  "e_homo_ev": -7.7,
  "multiplicity": 1,
  "symbols": ["O", "O", "O", "O", "N", "N", "N", "N", "C", "C", "C", "C", "C", "C", "C", "C", "C", "C", "C", "C", "C", "C", "C", "C", "C", "C", "C", "C", "C", "C", "C", "H", "H", "H", "H", "H", "H", "H", "H", "H", "H", "H", "H", "H", "H", "H", "H", "H", "H", "H", "H", "H", "H"],
  "positions_angstrom": [[0.542, -1.049, 2.851], [-2.609, 1.508, 2.224], [5.338, -1.428, -1.309], [3.153, -1.360, 1.515], [-3.819, 3.899, 0.408], [-3.890, 2.969, 1.390], [-8.300, 1.982, 2.878], [3.207, -2.689, -0.961], [1.541, 1.185, -0.179], [4.439, -1.870, -0.803], [4.360, -1.508, 0.637], [1.212, -4.482, -3.116], [2.935, -3.127, -2.152], [0.200, 0.735, 1.553], [3.057, -3.674, -4.519], [3.584, -3.286, -3.279], [-2.950, 2.169, 1.294], [-0.737, 2.415, -0.197], [-7.461, 1.808, 2.203], [1.968, -4.501, -4.378], [-2.483, 4.690, -1.350], [1.663, -4.030, -2.071], [-2.814, 3.739, -0.298], [0.326, 1.367, 0.445], [-6.342, 2.080, 1.566], [2.503, 0.522, -0.035], [1.027, -0.296, 1.873], [2.319, -0.387, 1.033], [-5.227, 2.642, 2.253], [1.609, -1.771, 3.761], [-1.856, 2.806, 0.308], [2.005, -2.432, 3.207], [-0.299, 2.842, -1.015], [-5.437, 3.705, 2.355], [1.039, -1.954, 4.667], [4.652, -2.599, -3.310], [-0.860, 0.631, 1.969], [3.393, 0.262, -0.485], [1.073, -3.775, -1.467], [2.446, -0.965, 3.932], [-4.835, 2.262, 3.015], [4.999, -0.416, 1.036], [-3.236, 5.341, -1.789], [-2.244, 4.026, -2.135], [1.521, -4.960, -5.432], [-1.536, 5.201, -1.093], [-6.383, 2.698, 0.380], [4.914, -2.141, 1.237], [1.628, 1.965, -1.095], [2.575, -2.760, -0.126], [3.746, -3.918, -5.388], [0.195, -5.188, -3.284], [-5.851, 1.116, 1.272]]
}



(2)
{
  "formula": "C23H22N4O4",
  "method": "wB97M-V/def2-TZVPD",
  "e_above_lowest_kj_mol": 139.2,
  "e_tot_ha": -1409.68745,
  "lumo_ev": 0.4,
  "orbital_gap_ev": 8.1,
  "total_charge": 0,
  "max_force_ev_per_a": 0.944,
  "e_homo_ev": -7.7,
  "multiplicity": 1,
  "smiles": "Cn1cc(C(=O)N2CCN(C(=O)c3ccco3)CC2)c2c3ccccc3n(C)c2c1=O",
  "symbols": ["O", "O", "O", "O", "N", "N", "N", "N", "C", "C", "C", "C", "C", "C", "C", "C", "C", "C", "C", "C", "C", "C", "C", "C", "C", "C", "C", "C", "C", "C", "C", "H", "H", "H", "H", "H", "H", "H", "H", "H", "H", "H", "H", "H", "H", "H", "H", "H", "H", "H", "H", "H", "H"],
  "positions_angstrom": [[2.509, 2.268, -1.633], [-4.315, -0.303, -1.036], [3.173, -2.260, 2.796], [-2.858, 1.343, -2.707], [0.658, 2.532, -0.372], [3.475, -0.159, 1.971], [-1.883, 2.318, -0.937], [1.090, -2.640, 0.677], [-1.629, 2.528, 0.462], [3.141, 0.861, 1.128], [-2.629, 1.340, -1.512], [4.533, 0.068, 2.933], [2.178, 0.752, 0.179], [-2.627, -0.472, 0.396], [1.129, -3.901, 1.365], [1.816, 1.905, -0.704], [-0.157, 2.204, 0.777], [0.165, 3.627, -1.177], [0.548, -1.028, -0.831], [2.855, -1.404, 1.976], [1.856, -1.536, 0.951], [0.293, -2.354, -0.397], [-0.648, -3.151, -1.041], [1.538, -0.510, 0.055], [-3.149, 0.253, -0.648], [-4.549, -1.353, -0.250], [-1.188, 3.253, -1.804], [-3.542, -1.514, 0.654], [-1.306, -2.616, -2.127], [-1.034, -1.324, -2.586], [-0.113, -0.523, -1.949], [-3.457, -2.274, 1.403], [0.068, 4.519, -0.547], [0.148, -4.132, 1.787], [1.863, -3.834, 2.166], [4.276, 0.895, 3.596], [-1.060, 2.762, -2.771], [1.414, -4.699, 0.677], [0.110, 0.467, -2.315], [0.907, 3.825, -1.953], [-0.042, 1.144, 1.003], [3.690, 1.779, 1.270], [0.169, 2.780, 1.655], [-1.564, -0.946, -3.445], [-1.793, 4.154, -1.959], [-1.835, 3.581, 0.688], [4.645, -0.844, 3.517], [-1.695, -0.318, 0.899], [-2.043, -3.211, -2.645], [5.469, 0.292, 2.421], [-5.455, -1.902, -0.417], [-2.297, 1.914, 1.064], [-0.851, -4.157, -0.705]]
}



(3)
{
  "formula": "C23H22NO2",
  "method": "wB97M-V/def2-TZVPD",
  "e_above_lowest_kj_mol": 74.8,
  "e_tot_ha": -1094.60390,
  "lumo_ev": -5.1,
  "orbital_gap_ev": 5.8,
  "total_charge": 1,
  "max_force_ev_per_a": 2.268,
  "e_homo_ev": -10.9,
  "multiplicity": 1,
  "symbols": ["O", "O", "N", "C", "C", "C", "C", "C", "C", "C", "C", "C", "C", "C", "C", "C", "C", "C", "C", "C", "C", "C", "C", "C", "C", "C", "H", "H", "H", "H", "H", "H", "H", "H", "H", "H", "H", "H", "H", "H", "H", "H", "H", "H", "H", "H", "H", "H"],
  "positions_angstrom": [[-0.397, 1.873, -0.609], [2.716, 1.507, 2.463], [-0.060, -0.045, -1.826], [0.409, 0.945, 2.474], [-1.391, 2.542, 2.700], [-4.338, -0.326, -2.228], [0.886, -2.655, -1.453], [-2.314, 1.487, 2.665], [-1.880, 0.153, 2.636], [-0.035, 2.280, 2.650], [1.792, -1.586, -1.522], [2.723, -4.215, -1.374], [-5.077, 0.840, -2.025], [-2.322, 0.844, -1.550], [3.177, -1.856, -1.529], [4.098, 1.153, 2.654], [-0.846, 0.945, -1.291], [3.639, -3.162, -1.439], [-2.963, -0.332, -1.970], [-0.522, -0.117, 2.572], [1.788, 0.600, 2.355], [2.089, 0.870, -1.248], [-3.087, 1.991, -1.303], [-4.459, 1.997, -1.549], [1.287, -0.205, -1.501], [1.348, -3.968, -1.390], [-2.600, -0.673, 2.641], [-4.823, -1.233, -2.588], [-2.587, 2.880, -0.921], [-0.162, -1.148, 2.572], [-1.751, 3.568, 2.742], [-6.139, 0.845, -2.232], [0.631, -4.787, -1.349], [1.673, 1.881, -1.223], [3.082, -5.236, -1.309], [4.449, 0.574, 1.797], [4.242, 0.587, 3.578], [3.879, -1.030, -1.598], [-2.388, -1.251, -2.088], [4.711, -3.345, -1.424], [-0.184, -2.453, -1.411], [3.178, 0.732, -1.213], [4.673, 2.076, 2.722], [0.709, 3.069, 2.706], [-0.492, -0.760, -2.400], [2.050, -0.457, 2.337], [-3.382, 1.695, 2.670], [-5.031, 2.907, -1.372]]
}



(4)
{
  "formula": "C23H23AlBr57Cl2FNS",
  "method": "wB97M-V/def2-TZVPD",
  "e_tot_ha": -149324.64526,
  "lumo_ev": 0.7,
  "orbital_gap_ev": 7.4,
  "total_charge": -1,
  "max_force_ev_per_a": 1.754,
  "e_homo_ev": -6.7,
  "multiplicity": 1,
  "symbols": ["Br", "Br", "Br", "Br", "Br", "Br", "Br", "Br", "Br", "Br", "Br", "Br", "Br", "Br", "Br", "Br", "Br", "Br", "Br", "Br", "Br", "Br", "Br", "Br", "Br", "Br", "Br", "Br", "Br", "Br", "Br", "Br", "Br", "Br", "Br", "Br", "Br", "Br", "Br", "Br", "Br", "Br", "Br", "Br", "Br", "Br", "Br", "Br", "Br", "Br", "Br", "Br", "Br", "Br", "Br", "Br", "Br", "Cl", "Cl", "S", "Al", "F", "N", "C", "C", "C", "C", "C", "C", "C", "C", "C", "C", "C", "C", "C", "C", "C", "C", "C", "C", "C", "C", "C", "C", "C", "H", "H", "H", "H", "H", "H", "H", "H", "H", "H", "H", "H", "H", "H", "H", "H", "H", "H", "H", "H", "H", "H", "H"],
  "positions_angstrom": [[9.678, 4.045, -7.035], [9.360, 1.073, -8.148], [-10.795, 2.848, -1.862], [-0.070, -8.915, -3.776], [0.324, 3.319, -5.129], [-6.850, 6.070, 1.669], [-0.749, 4.295, 3.187], [-12.406, 6.402, 2.130], [2.143, 9.930, 3.756], [2.503, 2.694, 5.864], [-10.124, 7.764, 3.902], [-0.835, 0.709, 6.905], [-3.763, 6.492, 2.366], [2.900, -3.961, -5.575], [1.260, -3.717, -2.837], [-1.346, 2.287, 0.787], [2.515, 7.034, 2.462], [0.998, -9.241, -0.788], [6.076, -8.730, -2.629], [-3.340, -0.782, 8.222], [7.162, 0.812, -1.416], [-0.284, 5.231, 0.165], [2.835, -0.100, 7.374], [5.134, -0.038, -7.290], [3.620, -1.371, -0.238], [-9.600, 3.585, 1.005], [6.784, 2.349, 7.496], [-0.509, 0.298, -5.736], [-2.141, -9.301, -1.372], [-5.261, -0.256, 3.096], [2.410, -1.097, -4.219], [10.783, 3.303, -9.939], [4.261, 1.749, -2.349], [-7.851, 1.892, -1.071], [-11.147, 4.823, 4.611], [0.659, -0.578, -1.103], [-1.256, -2.257, -8.174], [3.510, -9.433, -4.424], [6.679, 2.233, 10.683], [-4.790, 6.872, -0.633], [3.620, -6.670, -2.885], [-3.418, 2.094, 4.241], [5.336, 2.573, 0.531], [0.646, -3.902, 6.928], [0.981, -2.970, 3.885], [2.456, 2.586, 9.057], [0.987, 7.355, 5.249], [-2.318, -1.609, 5.306], [1.725, 0.213, 1.796], [-5.594, 2.738, 2.003], [-3.595, -3.345, -6.293], [-1.574, -5.396, -7.664], [6.253, -1.543, -4.707], [7.109, 1.478, -5.288], [0.024, -5.941, 4.543], [7.051, -0.454, 8.997], [1.639, 1.760, -7.587], [-1.867, -2.040, -2.963], [-3.018, -0.601, -0.494], [0.412, -5.840, -0.525], [-3.061, -5.026, -2.086], [-3.303, -5.892, -0.547], [-1.322, -5.646, -2.723], [3.165, 1.798, 7.443], [2.192, -0.084, -0.055], [-4.093, -3.074, 0.371], [5.719, 0.148, -5.459], [1.388, 8.166, 3.545], [10.444, 2.666, -8.148], [4.169, -8.512, -2.865], [-0.433, -8.584, -1.909], [-9.197, 3.255, -0.856], [-3.303, -2.357, -0.711], [-0.259, 3.750, 1.404], [-1.818, -0.945, 7.042], [7.407, 1.440, 9.081], [-5.234, 7.034, 1.239], [1.090, -4.442, 5.123], [1.718, -2.874, -4.503], [5.817, 2.190, -1.300], [-11.623, 6.549, 3.889], [0.063, 1.973, -6.491], [-1.795, -3.630, -6.920], [-0.609, -5.551, -1.772], [-4.382, 1.417, 2.709], [-2.811, -3.011, -1.769], [0.451, 8.281, 3.017], [4.237, 1.937, 7.464], [-8.791, 4.172, -1.260], [4.870, 0.498, -4.888], [-4.730, -2.397, 0.939], [-12.379, 6.967, 4.538], [-0.732, 2.322, -7.135], [-4.752, -3.786, -0.132], [-1.153, -1.675, 7.480], [0.761, 3.392, 1.453], [2.556, 0.852, -0.446], [3.687, -8.967, -2.011], [-1.142, -3.563, -6.061], [2.119, -4.769, 5.140], [-3.408, -3.634, 1.006], [0.802, -2.753, -5.067], [-5.422, 8.079, 1.434], [-4.228, -5.301, -3.116], [8.479, 1.565, 9.119], [6.242, 3.091, -1.718], [-3.654, 1.216, 1.936], [-0.477, -7.509, -1.774], [11.399, 2.403, -7.718]]
}